i:
Computed, not measured: a cluster of 3 separate species, C6H15NO in total, with wB97M-V/def2-TZVPD.

Last column: natural (NBO) charge in e.
Cartesian coordinates (Å):
C  -0.03630  -0.50617  -1.52948  0.411
C  -0.24770  0.57050  0.92260  -0.114
C  0.80050  0.60732  -0.01122  -0.385
C  -1.15570  -1.48347  -1.26858  -0.675
C  0.75011  2.00688  2.07471  -0.656
C  -0.45211  -0.61847  1.81908  -0.650
N  1.11695  -1.16766  -2.02341  -0.861
O  -0.43097  0.48242  -2.46506  -0.752
H  -1.19061  0.95628  -2.10162  0.462
H  -1.16199  1.09109  0.64254  0.197
H  0.89591  -1.78358  -2.80735  0.349
H  1.79878  -0.49304  -2.35278  0.367
H  0.94639  1.52725  -0.56919  0.215
H  1.69838  0.05135  0.24520  0.212
H  -2.05363  -0.98349  -0.89698  0.207
H  -0.85082  -2.26107  -0.56731  0.227
H  -1.45413  -1.99154  -2.20087  0.217
H  0.42836  -1.26355  1.83935  0.216
H  -0.01808  2.77896  2.09399  0.192
H  0.90231  1.55727  3.05469  0.188
H  1.70535  2.40894  1.74143  0.195
H  -0.66096  -0.29082  2.84148  0.223
H  -1.33005  -1.19540  1.51880  0.216

Values from the calculation:
HOMO level: -7.2 eV
Total charge: 0
Orbital gap: 8.122 eV
LUMO level: 0.899 eV

***

ii:
Computed, not measured: a cluster of 2 separate species, C6H15NO in total, with wB97M-V/def2-TZVPD.

Last column: natural (NBO) charge in e.
Cartesian coordinates (Å):
C  -0.28573  -1.10706  -2.00220  -0.646
C  -0.02799  -1.45886  -0.56524  -0.189
C  -0.52152  -0.90158  0.53605  0.012
C  -1.53762  0.19724  0.52278  -0.661
C  0.05237  -1.21844  1.90448  -0.439
C  1.25659  -0.31019  2.20471  -0.207
N  2.50772  -0.79612  1.60598  -0.831
H  -1.03132  -0.31169  -2.08155  0.211
H  0.61851  -0.66557  -2.40908  0.218
H  -0.61007  -1.97907  -2.57445  0.216
H  0.65864  -2.28004  -0.41616  0.181
H  -2.22956  0.12166  -0.32398  0.218
H  -2.27374  0.05239  1.32692  0.214
H  -1.07745  1.18391  0.56702  0.222
H  -0.74150  -1.12374  2.64656  0.210
H  0.37656  -2.25535  1.97606  0.207
H  1.00299  0.69462  1.84656  0.176
H  1.41195  -0.18666  3.27814  0.182
H  2.82979  -0.11389  0.94085  0.355
H  2.35625  -1.62832  1.05269  0.352
O  -1.12138  4.26455  -3.16218  -0.947
H  -2.06757  4.45081  -3.21041  0.474
H  -0.79546  3.98525  -4.01711  0.473

Values from the calculation:
HOMO level: -9.0 eV
Total charge: 0
Orbital gap: 9.764 eV
LUMO level: 0.799 eV

***

iii:
Computed, not measured: a cluster of 3 separate species, C6H15NO in total, with wB97M-V/def2-TZVPD.

Last column: natural (NBO) charge in e.
Cartesian coordinates (Å):
C  -0.21996  -0.85446  -0.41996  0.619
C  -0.64295  0.45217  -0.37264  -0.180
C  1.61291  0.77821  -0.87848  -0.473
C  -2.72086  -0.67942  -0.06137  -0.790
C  -0.68798  1.32871  0.83789  -0.642
C  2.54675  0.70159  0.29811  -0.658
N  0.14578  -1.61494  0.64447  -0.838
O  -0.15773  -1.47233  -1.61847  -0.681
H  -0.45646  -2.38512  -1.51300  0.488
H  -0.99168  0.84869  -1.30990  0.243
H  0.11555  -1.18243  1.55304  0.401
H  0.91532  -2.25129  0.50312  0.395
H  1.86438  0.12756  -1.71190  0.180
H  1.39522  1.78886  -1.21856  0.175
H  -1.72204  1.51952  1.12590  0.232
H  -2.80797  -0.89772  1.00171  0.170
H  -2.86475  -1.56410  -0.67978  0.169
H  -3.36093  0.14325  -0.37407  0.177
H  -0.17681  0.89115  1.69651  0.198
H  -0.20512  2.28437  0.62805  0.224
H  2.64353  -0.32233  0.67749  0.186
H  3.56882  1.03501  0.06078  0.208
H  2.20696  1.32504  1.13105  0.197

Values from the calculation:
HOMO level (alpha / beta): -6.2 / -5.9 eV
Total charge: 0
Orbital gap (alpha / beta): 6.918 / 6.614 eV
LUMO level (alpha / beta): 0.688 / 0.690 eV

***

iv:
Computed, not measured: a structure of composition C6H15NO, with wB97M-V/def2-TZVPD.

Last column: natural (NBO) charge in e.
Cartesian coordinates (Å):
C  -1.73143  -0.59040  1.20625  -0.198
C  -0.21650  -0.50491  1.57022  -0.462
C  0.59159  -0.10685  0.35799  0.124
C  0.62356  -0.97453  -0.68431  -0.247
C  1.70468  -0.86494  -1.72542  -0.657
C  1.42990  1.11027  0.38787  -0.671
N  -2.37378  0.68144  0.94992  -0.885
H  -2.29453  -1.09835  1.99234  0.195
H  -1.85130  -1.20122  0.30925  0.180
H  -0.09572  0.19364  2.39357  0.217
H  0.08439  -1.49323  1.91800  0.221
H  0.00674  -1.84776  -0.84155  0.240
H  1.59615  -1.65647  -2.46422  0.223
H  2.73686  -0.85539  -1.38314  0.227
H  1.55301  0.06464  -2.28626  0.250
H  1.51185  1.47223  -0.63392  0.263
H  2.43130  0.90349  0.77466  0.236
H  0.98106  1.92763  0.94347  0.243
H  -2.54844  1.23272  1.76601  0.356
H  -2.01500  1.14945  0.11063  0.425
H  -0.22416  0.09655  -0.81713  0.452
H  -1.07412  1.05846  -2.36746  0.444
O  -0.82609  1.30353  -1.47677  -1.176

Values from the calculation:
HOMO level: -8.4 eV
Total charge: 0
Orbital gap: 8.894 eV
LUMO level: 0.542 eV

***

Most stable pick: ii. Distance to second place: 0.0784 hartree.

***

i:
Computed, not measured: a structure of composition C6H15NO, with wB97M-V/def2-TZVPD.

Last column: natural (NBO) charge in e.
Cartesian coordinates (Å):
C  -2.20001  -0.23925  0.34078  0.059
C  -0.22334  -0.48430  0.75552  -0.294
C  -0.08753  0.19702  -0.47153  -0.160
C  2.61523  -0.97876  -0.35493  -0.409
C  2.39919  1.22489  0.64257  -0.412
C  -2.84766  -0.31724  -1.02568  -0.667
N  1.75213  0.12401  -0.02148  -0.565
O  -2.62653  0.85196  1.12181  -0.725
H  -2.89904  1.58151  0.54896  0.464
H  -2.44951  -1.13249  0.91318  0.167
H  -0.17733  0.07013  1.68428  0.229
H  -0.09124  -1.55943  0.77609  0.212
H  -0.27188  1.26446  -0.50130  0.213
H  -0.11486  -0.37478  -1.39087  0.215
H  1.67866  2.02221  0.86143  0.186
H  3.11806  -1.40382  0.52890  0.172
H  2.04059  -1.78281  -0.82954  0.184
H  3.40477  -0.67583  -1.06252  0.159
H  2.86280  0.93554  1.59913  0.171
H  3.18636  1.67887  0.01792  0.160
H  -3.93641  -0.41654  -0.93354  0.222
H  -2.66525  0.58854  -1.61207  0.196
H  -2.46723  -1.17386  -1.58710  0.223

Values from the calculation:
HOMO level: -6.6 eV
Total charge: 0
Orbital gap: 7.403 eV
LUMO level: 0.810 eV

***

ii:
Computed, not measured: a cluster of 2 separate species, C6H15NO in total, with wB97M-V/def2-TZVPD.

Last column: natural (NBO) charge in e.
Cartesian coordinates (Å):
C  0.50035  2.68414  -0.72985  -0.631
C  0.43826  1.15031  -0.68830  -0.253
N  0.14558  0.67134  0.67936  -0.448
C  -1.30713  0.44332  0.83625  -0.222
C  -1.55950  -1.09181  0.92022  -0.438
C  -0.19560  -1.70712  1.08771  -0.443
C  0.84450  -0.56581  0.99210  -0.227
H  -0.36399  3.16895  -1.17871  0.203
H  1.42260  3.02624  -1.21469  0.214
H  0.47146  3.01946  0.31027  0.224
H  -0.07778  0.63462  -1.55191  0.185
H  1.36626  0.67156  -1.05552  0.207
H  -1.88278  0.95816  0.07434  0.201
H  -1.59712  0.99041  1.75413  0.188
H  -2.22893  -1.23450  1.78318  0.218
H  -2.09350  -1.47516  0.04912  0.208
H  0.03111  -2.53605  0.41739  0.203
H  -0.09926  -2.15404  2.09412  0.216
H  1.41899  -0.47204  1.92067  0.192
H  1.62579  -0.78231  0.25364  0.198
O  0.96119  -1.34445  -2.35613  -0.934
H  0.47376  -1.34776  -1.51712  0.468
H  0.85717  -2.23126  -2.67902  0.470

Values from the calculation:
HOMO level: -8.5 eV
Total charge: 0
Orbital gap: 9.215 eV
LUMO level: 0.752 eV

***

iii:
Computed, not measured: the molecule C6H15NO, with wB97M-V/def2-TZVPD.

Last column: natural (NBO) charge in e.
Cartesian coordinates (Å):
C  -2.37222  -0.33379  1.07245  -0.420
N  -1.52295  -1.24440  1.85319  -0.627
C  -0.31315  -1.64523  1.16190  -0.224
C  0.80412  -0.61651  1.03981  -0.412
C  0.57299  0.71500  0.33243  -0.404
C  0.44030  0.57901  -1.20695  -0.438
C  1.44825  1.44267  -1.92805  -0.049
O  1.56519  1.14416  -3.31233  -0.726
H  -1.86496  0.00470  0.16866  0.179
H  -3.28451  -0.84417  0.78373  0.189
H  -2.71112  0.55072  1.61239  0.194
H  -1.22036  -0.81041  2.71808  0.349
H  -0.52812  -1.98774  0.15465  0.181
H  0.03305  -2.57353  1.61035  0.201
H  1.18517  -0.36239  2.02708  0.196
H  1.65059  -1.11398  0.56299  0.202
H  1.48466  1.28595  0.52848  0.205
H  -0.22112  1.33113  0.73766  0.209
H  0.53567  -0.47893  -1.47381  0.191
H  -0.54554  0.86249  -1.54240  0.207
H  2.43543  1.37263  -1.45170  0.154
H  1.12562  2.48213  -1.93681  0.177
H  1.30299  0.24048  -3.51179  0.465

Values from the calculation:
HOMO level: -8.8 eV
Total charge: 0
Orbital gap: 9.744 eV
LUMO level: 0.949 eV

***

Most stable pick: iii. Distance to second place: 0.0102 hartree.

***

i:
Computed, not measured: a cluster of 2 separate species, C3H3Br2N in total, with wB97M-V/def2-TZVPD.

Last column: natural (NBO) charge in e.
Cartesian coordinates (Å):
C  0.06232  -0.16837  1.26606  0.114
C  1.67592  -1.41382  -0.08041  -0.355
C  -1.34010  0.63800  -0.51756  -0.106
N  -0.78328  0.25766  0.53672  -0.360
Br  1.40690  -0.59028  -1.72812  0.042
Br  -1.82727  2.44345  -0.77030  0.079
H  0.07623  -0.41519  2.41432  0.234
H  2.45607  -0.69792  0.21237  0.103
H  -1.72679  -0.05352  -1.33308  0.248

Values from the calculation:
HOMO level: -8.3 eV
Total charge: 0
Orbital gap: 7.631 eV
LUMO level: -0.706 eV

***

ii:
Computed, not measured: a cluster of 2 separate species, C3H3Br2N in total, with wB97M-V/def2-TZVPD.

Last column: natural (NBO) charge in e.
Cartesian coordinates (Å):
C  -0.95272  0.86677  0.48322  0.118
C  0.66697  -0.47707  2.12330  -0.369
C  -0.27502  -0.34613  -1.50600  -0.120
N  -0.80196  0.34555  -0.58805  -0.334
Br  1.56352  -1.40229  0.81259  0.089
Br  0.85206  0.45499  -2.79235  0.074
H  -1.74109  1.49549  0.82467  0.203
H  1.29212  0.40927  2.35812  0.108
H  -0.60386  -1.34659  -1.71550  0.231

Values from the calculation:
HOMO level: -8.1 eV
Total charge: 0
Orbital gap: 7.851 eV
LUMO level: -0.238 eV

***

Most stable pick: ii. Distance to second place: 0.0062 hartree.

***

i:
Computed, not measured: a structure of composition C4H9N3O, with wB97M-V/def2-TZVPD.

Last column: natural (NBO) charge in e.
Cartesian coordinates (Å):
C  0.28734  1.58268  0.04895  -0.647
N  -0.65385  -1.24638  0.87065  0.118
C  1.24525  0.24249  0.06484  0.291
C  1.19017  -0.09823  -1.19758  0.014
N  -0.43373  -0.93613  2.08688  -0.501
N  -1.81164  -0.94370  0.31151  -0.574
C  0.85829  -0.54163  -2.38411  -0.549
O  1.85383  -0.08056  1.16569  -0.728
H  -1.11026  -0.27517  2.50982  0.313
H  -1.78764  -1.00789  -0.69815  0.411
H  0.92195  -0.48984  1.95359  0.482
H  -2.44863  -0.28356  0.76913  0.361
H  -0.31448  1.77542  -0.83138  0.218
H  0.95718  2.41810  0.22525  0.222
H  -0.36062  1.45502  0.91662  0.164
H  0.41457  -1.52066  -2.52246  0.201
H  1.19227  -0.04997  -3.28923  0.205

Values from the calculation:
HOMO level (alpha / beta): -7.8 / -7.8 eV
Total charge: 0
Orbital gap (alpha / beta): 7.775 / 7.775 eV
LUMO level (alpha / beta): -0.035 / -0.035 eV

***

ii:
Computed, not measured: a cluster of 2 separate species, C4H9N3O in total, with wB97M-V/def2-TZVPD.

Last column: natural (NBO) charge in e.
Cartesian coordinates (Å):
C  1.27960  1.92537  -0.65852  -0.450
C  -0.25369  -0.49761  -0.18238  0.316
C  -1.69692  -0.61671  -0.78965  -0.280
C  -2.50772  -1.47478  -0.08039  -0.399
H  0.21305  1.97091  -0.29275  0.237
H  2.14557  2.39111  -0.17682  0.209
H  1.47793  2.01672  -1.86039  0.196
H  2.44030  0.26046  -1.03851  0.365
H  -0.99790  -0.37162  1.55434  0.373
H  1.44057  0.12379  1.18843  0.480
H  -2.10460  -0.03356  -1.85142  0.272
H  -3.51911  -1.47732  -0.71108  0.220
H  -2.16558  -2.56457  1.10033  0.229
N  1.68913  0.44303  -0.42159  -0.520
N  0.54925  -0.12050  -1.10116  -0.338
N  -0.30894  -0.01059  1.04919  -0.332
O  0.82950  -0.06464  1.95855  -0.578

Values from the calculation:
HOMO level: -8.8 eV
Total charge: 0
Orbital gap: 9.013 eV
LUMO level: 0.219 eV

***

iii:
Computed, not measured: a structure of composition C4H9N3O, with wB97M-V/def2-TZVPD.

Last column: natural (NBO) charge in e.
Cartesian coordinates (Å):
C  -0.97480  1.49583  -1.65153  -0.417
N  -0.68941  0.83575  -0.37477  -0.293
N  -0.00384  1.63045  0.47849  -0.155
O  0.37541  0.85820  1.56665  -0.383
H  -1.53309  0.38549  0.02064  0.346
H  -1.38062  0.76329  -2.34604  0.220
H  -0.04383  1.90313  -2.03657  0.230
H  -1.69047  2.30423  -1.49409  0.224
C  0.33601  -0.66989  -0.67150  0.213
C  0.40902  -0.57357  1.51381  0.006
C  1.55375  -1.14502  1.94739  -0.426
N  -0.12621  -1.72402  -1.16081  -0.674
H  -1.02313  -2.03469  -0.77573  0.341
H  1.29444  -0.25656  -0.98848  0.173
H  -0.55847  -1.03340  1.70421  0.184
H  2.49232  -0.61558  1.86311  0.209
H  1.56293  -2.12365  2.40521  0.203

Values from the calculation:
HOMO level (alpha / beta): -7.3 / -6.7 eV
Total charge: 0
Orbital gap (alpha / beta): 7.205 / 6.602 eV
LUMO level (alpha / beta): -0.047 / -0.123 eV

***

iv:
Computed, not measured: a cluster of 2 separate species, C4H9N3O in total, with wB97M-V/def2-TZVPD.

Last column: natural (NBO) charge in e.
Cartesian coordinates (Å):
C  0.63475  -1.88230  -0.39582  -0.307
C  1.28017  -1.42407  0.89386  -0.260
N  0.39327  -0.33411  1.31240  -0.459
N  -0.78932  -0.57715  0.74170  0.040
N  -0.75619  -1.37069  -0.20343  -0.246
H  0.58036  -2.87255  -0.40451  0.208
H  1.19990  -1.51246  -1.27162  0.208
H  1.31125  -2.23483  1.72264  0.189
H  2.34892  -1.00495  0.78961  0.216
H  0.25050  0.23794  2.14513  0.415
C  -0.80414  2.03728  -0.97359  -0.551
C  -1.95163  2.18696  -0.37034  0.160
O  -2.83638  1.16024  -0.05892  -0.700
H  -0.61218  1.03341  -1.26566  0.199
H  -0.17590  2.92916  -1.21605  0.218
H  -2.31874  3.27870  -0.05027  0.178
H  -2.72589  0.36884  -0.55878  0.491

Values from the calculation:
HOMO level: -8.9 eV
Total charge: 0
Orbital gap: 9.856 eV
LUMO level: 0.980 eV

***

Most stable pick: iv. Distance to second place: 0.0794 hartree.